Formula: C66H138AsF9N6O4
Source: the Open Molecules 2025 dataset
Level of theory: ωB97M-V/def2-TZVPD

LUMO level (eV): -9.313
Highest occupied orbital energy (eV): -10.380
HOMO-LUMO gap (eV): 1.07
Total charge: +4

```
224
Properties=species:S:1:pos:R:3:mulliken_charge:R:1
C 2.93845 1.52654 -9.30202 -1.416
C 3.51517 2.51891 -8.25646 -0.457
C 2.70235 2.27067 -7.00082 -0.053
C 3.01088 3.36792 -6.05143 -1.174
N 2.18113 3.14502 -4.74869 1.005
C 2.45765 4.20979 -3.72289 -0.795
C 1.30316 5.21610 -3.81604 -0.715
C 0.14023 4.35116 -4.08401 -0.705
C 0.69181 3.39108 -5.11781 -0.405
C 2.35417 1.78547 -4.05480 -1.329
C 3.72127 1.42152 -3.71656 -0.090
C 3.68772 0.17989 -2.81481 -1.048
H 2.83854 0.47549 -8.96567 0.346
H 3.55914 1.49280 -10.20537 0.426
H 2.03889 1.90882 -9.66590 0.350
H 3.60216 3.53911 -8.55973 0.436
H 4.50732 2.02806 -8.10013 0.251
H 3.01623 1.27626 -6.69118 0.203
H 1.63582 2.15930 -7.21281 0.267
H 2.77217 4.37251 -6.47373 0.598
H 4.11349 3.37163 -5.78177 0.319
H 2.47288 3.78746 -2.73779 0.528
H 3.51558 4.54980 -3.96111 0.284
H 1.25864 5.73440 -2.85327 0.396
H 1.35240 6.02620 -4.57898 0.328
H -0.22034 3.82908 -3.21086 0.034
H -0.66521 4.86685 -4.56752 0.581
H 0.24802 2.38795 -5.20569 -0.201
H 0.76193 4.00085 -6.01339 0.673
H 1.93296 0.99959 -4.70012 0.449
H 1.73596 1.88765 -3.20606 0.759
H 4.20064 2.27049 -3.08455 0.156
H 4.32764 1.29103 -4.62453 0.258
H 3.00071 0.50814 -2.05205 0.093
H 4.75096 -0.04624 -2.50476 0.340
H 3.28581 -0.65260 -3.44194 0.346
C -8.74058 3.51491 1.58576 -0.832
C -8.53393 3.48430 3.03014 -0.559
C -8.94832 4.47826 4.13478 -0.051
C -10.32885 3.93982 4.55603 -1.158
N -10.79592 4.59477 5.83523 0.025
C -12.14748 3.93980 6.28587 -0.359
C -12.70374 5.09336 7.19561 -0.887
C -12.26352 6.49084 6.47184 -0.463
C -11.23264 6.08237 5.43570 -0.686
C -9.87703 4.68428 6.99293 -1.309
C -9.28600 3.22126 7.29626 0.005
C -8.72085 3.36149 8.66038 -1.365
H -5.94349 6.11213 -0.52746 -0.259
H -9.31388 4.33019 1.18397 0.293
H -8.19612 2.73622 1.02154 0.240
H -3.41398 -6.85261 0.23748 -0.210
H -7.74004 2.78252 3.21076 0.320
H -9.17564 5.35028 3.46301 0.296
H -8.24079 4.58722 4.94011 0.436
H -10.22722 2.92625 4.70045 0.453
H -11.08774 4.07451 3.78762 0.675
H -11.89185 3.02070 6.81420 0.381
H -12.75547 3.77518 5.39054 0.481
H -12.30109 4.95592 8.19429 0.322
H -13.78484 5.13709 7.26641 0.468
H -11.82882 7.20845 7.21337 0.285
H -13.20567 6.80800 5.99890 0.343
H -10.29330 6.63184 5.49191 0.432
H -11.58429 6.08189 4.39438 0.430
H -10.40601 4.99212 7.90949 0.578
H -9.01020 5.31587 6.75706 0.538
H -8.45784 2.98569 6.52760 0.234
H -10.02706 2.43424 7.24464 0.334
H -8.31864 2.37511 8.95467 0.386
H -9.47456 3.74114 9.30645 0.381
H -7.91271 4.13820 8.65145 0.303
C -5.86474 -3.38290 -6.10343 -1.350
C -4.55446 -2.61204 -5.84908 -0.681
C -4.53628 -1.12695 -6.30245 0.177
C -4.76466 -0.89482 -7.88409 -0.797
N -4.41997 0.58990 -8.20858 0.070
C -2.97908 0.96380 -8.05464 -0.110
C -2.31757 0.40366 -9.28850 -0.654
C -3.45468 0.36708 -10.37050 -0.746
C -4.75899 0.84225 -9.60313 -0.564
C -5.27374 1.57049 -7.35686 -0.864
C -6.75228 1.31246 -7.45325 -0.288
C -7.62802 2.56961 -7.23721 -1.481
H -6.27411 -3.27737 -7.09637 0.313
H -6.70184 -3.13264 -5.42623 0.330
H -5.81813 -4.43789 -5.93005 0.418
H -3.75352 -3.07833 -6.40426 0.374
H -4.29543 -2.62477 -4.80599 0.417
H -3.50255 -0.74893 -6.18982 -0.354
H -5.24866 -0.55026 -5.75861 0.462
H -5.77420 -0.93488 -8.24643 0.569
H -4.02557 -1.45700 -8.44162 0.378
H -3.04433 2.06271 -8.15928 0.457
H -2.48725 0.67405 -7.11927 -0.228
H -1.57096 1.09920 -9.67664 0.329
H -1.84043 -0.55410 -9.13615 0.367
H -3.34124 1.02800 -11.26378 0.422
H -3.62162 -0.65080 -10.70380 0.286
H -4.76774 1.91135 -9.74403 0.403
H -5.67704 0.32750 -9.89996 0.427
H -5.11816 2.56854 -7.67991 0.707
H -4.92321 1.55624 -6.32179 0.596
H -7.16296 0.59187 -6.73841 0.314
H -7.01679 0.92174 -8.46913 0.220
H -7.41654 3.28322 -8.01956 0.379
H -7.34605 3.00373 -6.19960 0.297
H -8.68395 2.37937 -7.19907 0.422
C 7.45394 5.40812 -0.16733 -1.199
C 6.72126 5.04838 1.07606 -0.516
C 5.27435 5.59316 1.11410 0.135
C 4.73110 5.23645 2.47482 -1.407
N 3.39211 5.86470 2.80755 0.810
C 2.37169 5.82967 1.69687 -0.424
C 2.13060 7.29481 1.32377 -0.649
C 2.43830 8.11663 2.60226 -0.641
C 3.67976 7.33956 3.06827 -0.620
C 2.84210 5.28448 4.09361 -1.103
C 3.89027 5.08887 5.21896 -0.546
C 3.10948 4.93356 6.50273 -1.359
H 7.00144 4.79266 -0.99737 0.227
H 8.54858 5.13604 -0.09369 0.363
H 7.44807 6.50190 -0.37649 0.317
H 7.23808 5.34683 1.96824 0.483
H 6.67724 3.93268 1.10363 0.188
H 4.67217 5.13504 0.29913 0.065
H 5.31389 6.65575 0.99239 0.416
H 5.40851 5.52250 3.27502 0.518
H 4.50834 4.15248 2.53459 0.386
H 1.47278 5.36881 2.06969 0.463
H 2.73785 5.14590 0.91032 -0.049
H 1.09883 7.43246 0.98977 0.430
H 2.81649 7.58509 0.56464 0.380
H 1.58305 7.98870 3.28327 0.290
H 2.63485 9.19133 2.36886 0.390
H 3.82430 7.54689 4.13143 0.234
H 4.60604 7.52977 2.61157 0.475
H 2.41121 4.32807 3.79193 0.588
H 2.09600 5.99095 4.33353 0.483
H 4.54632 5.91436 5.37716 0.462
H 4.56754 4.29772 4.91570 0.414
H 3.83323 4.55805 7.26140 0.389
H 2.19010 4.35336 6.38438 0.323
H 2.77444 5.96309 6.81992 0.345
C 6.07334 -13.41684 8.37678 -0.747
C 5.31737 -12.45262 9.34438 0.624
C 4.87308 -12.69005 10.60548 -0.783
C 9.99142 -11.69696 7.23331 -0.383
C 10.57726 -11.95800 8.37873 -0.487
C -3.56619 -11.06274 1.18813 0.720
N -2.57405 -10.42719 1.45009 0.435
O -1.50685 -9.92622 1.57367 -0.391
C -4.72042 -10.17535 0.70167 -1.153
C -4.00026 -12.34184 1.95446 -1.129
C 5.07969 -11.12509 8.58960 -1.156
H 5.53046 -13.76533 7.46685 0.267
H 6.62115 -14.18274 8.92929 0.313
H 6.77892 -12.57022 7.83571 0.027
H 5.51651 -13.41251 11.12438 0.229
H 4.26249 -12.08177 11.33447 0.299
H 8.96088 -11.23335 7.31912 0.129
H 10.29656 -12.23619 6.39434 0.282
H 11.54223 -12.46503 8.63068 0.247
H 10.22993 -11.47111 9.29376 0.201
H -4.54275 -9.13041 0.88381 0.384
H -5.36445 -10.33227 1.46549 0.325
H -5.33575 -10.35267 -0.15337 0.325
H -4.45700 -13.02947 1.25198 0.342
H -4.86036 -12.07492 2.64405 0.318
H -3.38194 -12.86856 2.64181 0.387
H 4.08418 -10.84993 9.00471 0.391
H 4.82050 -11.33102 7.50429 0.300
H 5.79057 -10.30748 8.76856 0.245
C 9.59174 -3.51583 0.57802 -1.609
C 8.13708 -3.13754 0.69127 1.411
C 7.34665 -2.99098 -0.59346 -1.072
C 6.98528 -4.36928 -1.20660 -0.747
C 6.05296 -5.19239 -0.36229 -0.732
C 6.82115 -5.55570 1.00828 0.638
N 7.44274 -4.27232 1.54542 0.887
O 7.62277 -4.15093 2.73134 -0.320
C 7.93287 -6.58733 0.71186 -1.353
C 5.92953 -6.02535 2.15630 -1.733
C 8.05005 -1.88394 1.47722 -2.066
H 10.15157 -2.57028 0.48610 0.452
H 9.84361 -4.17261 -0.24245 0.340
H 9.93418 -3.98818 1.48631 0.436
H 8.10901 -2.45161 -1.21361 0.438
H 6.41330 -2.42732 -0.53385 0.453
H 7.82534 -4.96326 -1.44306 0.416
H 6.62475 -4.06107 -2.22617 0.358
H 5.80979 -6.24305 -0.69910 0.412
H 5.08047 -4.68364 -0.22139 0.337
H 7.26978 -7.41688 0.47409 0.500
H 8.56874 -6.83747 1.56032 0.351
H 8.41524 -6.32842 -0.21720 0.370
H 5.24394 -5.31967 2.45735 0.518
H 6.51078 -6.37708 3.02518 0.406
H 5.43104 -6.94457 1.77874 0.412
H 8.47682 -1.14102 0.82170 0.510
H 8.74808 -1.82274 2.31479 0.416
H 7.08678 -1.59936 1.81839 0.568
As -1.19802 0.12588 -3.84716 2.033
F -1.80669 -1.26940 -4.57481 -0.431
F 0.32643 -0.65668 -3.56932 -0.509
F -0.51897 1.57699 -3.06933 -0.532
F -2.56893 1.19416 -4.25523 -0.513
F -1.80902 -0.40216 -2.32350 -0.511
F -0.57743 0.61507 -5.47650 -0.571
C 2.22665 1.51513 1.16389 0.341
O 1.41226 0.72639 0.57970 -0.345
O 2.48909 2.69576 1.00877 -0.436
C 3.09922 0.64107 2.11008 0.849
F 2.20483 0.46899 3.14609 -0.295
F 3.49459 -0.56650 1.58152 -0.216
F 4.05907 1.28643 2.66842 -0.179
C 0.23018 1.45990 -0.03683 0.221
C -0.73940 1.51613 1.13272 -1.344
H -0.28026 2.06577 1.94989 0.297
H -1.72515 1.96822 0.93767 0.410
H -0.83649 0.50227 1.52906 0.353
H -0.16197 0.90973 -0.87272 0.011
H 0.53364 2.42200 -0.30143 0.251
H -9.24983 -6.75173 -1.89804 -0.057
```

Formula: C2H9NOS
Source: the Open Molecules 2025 dataset
Level of theory: ωB97M-V/def2-TZVPD

LUMO level (eV): 0.851
Highest occupied orbital energy (eV): -8.966
HOMO-LUMO gap (eV): 9.82
Total charge: 0
SMILES string: NCO.CS
Relative energy (zero: lowest compared OMol25 entry of this formula, charge and spin) (kJ/mol): 31.0

```
14
Properties=species:S:1:pos:R:3:mulliken_charge:R:1
N -0.04894 -1.33684 -0.77819 -0.384
C 1.10550 -1.32325 0.05271 -0.322
O 2.33474 -1.75606 -0.54998 -0.537
H -0.03349 -0.68265 -1.54656 0.197
H -0.40814 -2.24167 -1.02947 0.200
H 1.23333 -0.32128 0.45392 0.255
H 0.96807 -2.03373 0.85817 0.280
H 2.56048 -1.17812 -1.28628 0.282
C -0.96706 2.13019 0.79918 -0.416
S -2.31458 1.60320 -0.28191 -0.200
H -0.68082 3.14311 0.51697 0.280
H -1.27578 2.13461 1.84232 0.282
H -0.09042 1.48515 0.74017 -0.026
H -2.38288 0.37737 0.20894 0.110
```

Formula: C19H41Cl2N2O
Source: the Open Molecules 2025 dataset
Level of theory: ωB97M-V/def2-TZVPD

LUMO level (eV): -3.482
Highest occupied orbital energy (eV): -12.085
HOMO-LUMO gap (eV): 8.60
Total charge: +1

```
65
Properties=species:S:1:pos:R:3:mulliken_charge:R:1
C -0.66036 3.64689 -1.53928 -1.118
C -0.69950 5.14013 -1.64989 0.578
Cl 0.81593 5.81693 -2.08159 -0.169
C -1.77119 5.91460 -1.46193 -0.396
Cl -1.68910 7.62764 -1.65535 -0.156
C -3.15758 5.35424 -1.17286 0.536
C -3.75396 4.95554 -2.52356 -0.981
N -5.19839 4.50461 -2.41108 -0.006
C -5.91330 5.04018 -1.20214 -0.821
C -5.37066 6.40488 -0.82710 -0.181
O -5.59320 7.34538 -1.86727 -0.561
N -4.00717 6.25880 -0.39866 -0.366
H 0.26443 3.33979 -1.05589 0.326
H -0.62809 3.21957 -2.54650 0.339
H -1.52152 3.22460 -1.02447 0.175
H -3.01926 4.44496 -0.57936 0.122
H -3.72588 5.77120 -3.24486 0.274
H -3.18847 4.13234 -2.95831 0.515
H -5.25811 3.48766 -2.40569 0.388
H -5.70964 4.81096 -3.23866 0.379
H -5.76923 4.35363 -0.36904 0.350
H -6.97718 5.10010 -1.41971 0.444
H -5.97164 6.75277 0.01505 0.526
H -4.80414 7.44793 -2.41133 0.419
H -3.58082 7.16973 -0.28760 0.341
C 2.56448 1.53997 -1.91181 -1.008
C 2.84009 0.07094 -1.61035 -0.569
C 1.70661 -0.61246 -0.84754 -0.205
C 1.40182 -0.01232 0.52686 -0.343
C 2.58845 0.02061 1.48884 -0.540
C 3.13883 -1.36512 1.80859 -1.082
H 2.45408 2.12347 -0.99503 0.215
H 3.37725 1.98603 -2.48536 0.422
H 1.64650 1.64456 -2.49738 0.202
H 3.77556 -0.01606 -1.05271 0.239
H 2.99813 -0.46336 -2.54996 0.419
H 1.94289 -1.67379 -0.73814 -0.084
H 0.79559 -0.57109 -1.45523 0.407
H 0.59238 -0.59063 0.98400 0.411
H 1.01353 1.00522 0.40719 0.037
H 2.27059 0.50449 2.41586 0.397
H 3.38647 0.64698 1.08076 0.260
H 2.36409 -1.99906 2.24520 0.229
H 3.96161 -1.30399 2.52124 0.435
H 3.51617 -1.86508 0.91561 0.225
C 2.71047 -4.87396 0.50118 -1.010
C 1.87969 -6.15178 0.55953 -0.500
C 0.86711 -6.16364 1.70350 -0.678
C 1.47838 -6.06597 3.10258 -0.496
C 2.49328 -7.15811 3.43629 -0.397
C 1.90586 -8.56576 3.40662 -1.212
H 3.30866 -4.73804 1.40333 0.264
H 3.39660 -4.89133 -0.34705 0.459
H 2.06484 -3.99871 0.39272 0.122
H 2.54469 -7.01567 0.63744 0.273
H 1.33972 -6.27131 -0.38334 0.352
H 0.26037 -7.07004 1.63111 0.347
H 0.17294 -5.32697 1.56987 0.346
H 0.66803 -6.09941 3.83759 0.400
H 1.95487 -5.08908 3.22654 0.137
H 2.89778 -6.96108 4.43215 0.389
H 3.34304 -7.10213 2.75039 0.223
H 1.07458 -8.65462 4.10905 0.297
H 2.65588 -9.30755 3.68234 0.382
H 1.53610 -8.82920 2.41458 0.278
```

Formula: C11H16N2O2
Source: the Open Molecules 2025 dataset
Level of theory: ωB97M-V/def2-TZVPD

LUMO level (eV): 0.237
Highest occupied orbital energy (eV): -8.302
HOMO-LUMO gap (eV): 8.54
Total charge: 0
Relative energy (zero: lowest compared OMol25 entry of this formula, charge and spin) (kJ/mol): 1123.9

```
31
Properties=species:S:1:pos:R:3:mulliken_charge:R:1
C 1.72132 -1.09192 -2.34052 -0.769
C 2.25855 0.41273 -2.33210 -0.366
C 1.57648 1.49457 -3.10393 -1.423
C 0.21550 1.76782 -2.58904 -0.274
C -0.02210 1.25539 -0.12442 0.715
C 0.64956 1.18554 1.22200 -0.829
C -0.43933 0.69449 2.14487 -0.370
C -1.45290 -0.32481 1.70564 0.278
C -0.99843 0.22554 -0.45526 -0.797
C -2.12558 -1.37951 2.56506 0.373
C -2.39139 -2.48373 4.78960 -0.557
H 2.92001 -1.73506 -2.14193 0.247
H 0.88351 -1.66705 -1.55408 0.168
H 1.06550 -1.07524 -3.51112 0.171
H 2.31084 0.61826 -1.27668 0.238
H 3.23295 0.17969 -2.72377 0.525
H 1.82735 1.23210 -3.99338 0.694
H 2.23814 2.24496 -2.76033 0.319
H -0.38618 0.84166 -3.00215 0.173
H -0.66514 2.55763 -3.23452 0.231
H 1.31087 2.40782 -0.84920 0.344
H 1.45026 1.80033 1.50855 0.402
H -0.15872 1.02297 3.16683 0.347
H -1.50177 0.14926 -1.21980 0.978
H -1.95798 -2.44197 5.87643 0.259
H -1.82495 -3.42959 4.30636 0.259
H -3.46700 -2.74842 4.69584 0.278
N 0.27987 2.04607 -1.30794 -0.172
N -1.77293 -0.38977 0.43622 -0.551
O -2.70408 -2.31122 2.10673 -0.515
O -2.07222 -1.05854 3.99605 -0.375
```

HOMO-LUMO gap of number 4 (C11H16N2O2)?
8.54 eV